1.
{"formula": "C6H6ClF2O6", "method": "ωB97M-V with the def2-TZVPD basis set", "largest_force_ev_per_a": 4.3, "charge": -1, "homo_ev": -4.357, "e_tot_ev": -36564.272, "e_above_lowest_kcal_mol": 17.8, "gap_ev": 7.154, "symbols": ["Cl", "C", "C", "O", "C", "O", "O", "F", "H", "H", "H", "C", "C", "O", "C", "O", "O", "F", "H", "H", "H"], "coordinates": [[-1.8604, 1.6381, 1.3331], [-0.1748, 2.1605, -2.9475], [-0.4564, 3.5991, -3.2314], [0.0020, 3.6717, -4.5887], [0.8707, 2.7225, -4.8520], [1.5421, 2.6217, -5.8912], [0.9402, 1.8937, -3.8182], [0.3086, 4.4389, -2.4706], [-1.0022, 1.5196, -3.2522], [0.2615, 1.9422, -1.9728], [-1.5086, 3.8835, -3.2382], [0.2333, -2.3714, 2.7804], [-0.6913, -2.6288, 3.9322], [0.0559, -3.5196, 4.6930], [0.9366, -4.2083, 3.8924], [1.6746, -5.1400, 4.1674], [0.9336, -3.6006, 2.6806], [-1.9032, -3.1755, 3.5706], [0.9531, -1.5691, 2.9424], [-0.2567, -2.1950, 1.8229], [-0.8587, -1.6832, 4.4478]], "atomic_forces_ev_per_a": [[0.1403, -0.1234, -0.1099], [1.1305, -0.7612, 0.5913], [0.2357, -0.0156, -0.7283], [-1.2719, 1.9336, -0.0007], [2.9311, -1.1282, -2.8911], [-2.0344, 0.4195, 2.9103], [0.1066, -0.6890, -0.3665], [-0.4243, -0.1491, -0.2855], [-0.0289, -0.0008, 0.3706], [-0.9425, 0.1402, 0.2762], [0.2495, 0.2293, 0.3098], [-0.2599, -0.1505, -1.4603], [0.0568, 1.3988, -0.3531], [0.1599, -1.2965, 0.9011], [1.6413, -0.7374, -0.7007], [-2.2367, 2.0904, 0.0144], [0.6283, -0.9046, 0.3202], [0.6626, -0.0201, 0.1631], [-0.1950, 0.0807, 0.3319], [-0.2025, 0.0948, 0.2339], [-0.3463, -0.4109, 0.4734]], "lowdin_charge": [-0.96, -0.03, -0.26, 0.13, -0.58, 0.10, 0.07, 0.08, 0.15, 0.15, 0.17, -0.06, -0.31, 0.12, -0.49, 0.13, 0.06, 0.06, 0.15, 0.15, 0.17]}

***

2.
{"formula": "C6H6ClFNO4", "method": "ωB97M-V with the def2-TZVPD basis set", "largest_force_ev_per_a": 3.5, "charge": -1, "homo_ev": -4.526, "smiles": "N[C@](CC(=O)F)(CC(=O)Cl)C(=O)[O-]", "e_tot_ev": -31241.457, "gap_ev": 7.595, "symbols": ["N", "C", "C", "C", "O", "F", "C", "C", "O", "Cl", "C", "O", "O", "H", "H", "H", "H", "H", "H"], "coordinates": [[-0.6290, 0.9037, 1.4542], [-0.2495, 0.5404, 0.0553], [-1.0635, -0.7628, -0.2799], [-0.8645, -1.9315, 0.7700], [-1.6633, -2.8172, 0.7447], [0.1577, -1.9509, 1.6943], [1.3181, 0.3603, 0.0678], [1.8869, -0.6377, -0.9891], [1.4556, -0.8717, -2.0597], [3.4479, -1.5004, -0.4817], [-0.6880, 1.7372, -0.9248], [-1.4857, 2.6003, -0.5145], [-0.1575, 1.7253, -2.1125], [-0.2083, 1.8027, 1.6843], [-1.6502, 0.9491, 1.5034], [-2.1528, -0.4809, -0.1743], [-0.9458, -1.1251, -1.3306], [1.7326, 0.0861, 1.0739], [1.7592, 1.3730, -0.1809]], "atomic_forces_ev_per_a": [[0.3684, -0.9916, -0.3458], [-0.4059, 0.2454, 0.4513], [0.5034, 0.8716, 1.0945], [-1.1651, 0.1932, -1.2327], [0.8410, -0.0086, 0.6985], [-0.8121, 0.2751, -1.2367], [0.7361, 0.1256, -0.1934], [-0.8365, 1.0202, 0.0290], [0.2899, -0.2166, 0.5807], [-0.2620, 0.3061, 0.1391], [0.9970, 0.4153, -3.2886], [0.1763, -0.8165, 0.7111], [-0.7117, -0.6082, 2.7743], [-0.6112, -0.1072, -0.1629], [0.5849, 0.6129, -0.0970], [1.0953, -0.4249, -0.0441], [0.2319, 0.1716, 1.0368], [-0.7076, 0.0659, -0.9009], [-0.3120, -1.1292, -0.0132]], "lowdin_charge": [0.05, -0.41, -0.02, -0.40, 0.11, 0.06, -0.11, -0.72, 0.07, 0.51, -0.65, -0.06, -0.10, 0.08, 0.08, 0.14, 0.13, 0.10, 0.14]}

***

3.
{"formula": "C6H6ClN4O2", "method": "ωB97M-V with the def2-TZVPD basis set", "largest_force_ev_per_a": 3.5, "charge": -1, "homo_ev": -4.776, "e_tot_ev": -28896.833, "e_above_lowest_kcal_mol": 26.0, "gap_ev": 7.034, "symbols": ["C", "C", "C", "C", "C", "C", "N", "N", "N", "N", "O", "O", "Cl", "H", "H", "H", "H", "H", "H"], "coordinates": [[1.3049, -3.2827, -0.3459], [1.8064, -1.2275, -0.7636], [-3.1770, 2.8114, 1.1990], [-2.2157, 1.7553, 0.4760], [-0.2712, -0.3025, 0.2688], [-0.8855, 1.9690, 0.3136], [2.2547, -2.5040, -0.9238], [0.2329, -2.5705, 0.0510], [0.5670, -1.2884, -0.1981], [0.0447, 0.9588, 0.1849], [-3.0400, 2.2858, 2.2870], [-3.7456, 3.7742, 0.7770], [2.5448, 1.9662, -0.9282], [1.4232, -4.3915, -0.2680], [2.2249, -0.2289, -0.9950], [-2.8142, 0.8447, 0.6753], [-1.2254, -0.5288, 0.6421], [-0.6164, 2.9801, 0.2326], [1.2940, 1.2386, -0.3783]], "atomic_forces_ev_per_a": [[-1.0086, 1.1989, -0.3673], [-0.2151, -1.5685, -0.2294], [2.1822, -1.1953, -1.6210], [-1.1356, 0.7126, 0.7480], [0.7467, 3.4077, -0.2040], [-2.3979, -0.9225, 0.1025], [0.2258, 1.9976, 0.5385], [0.5895, -1.6406, 0.4196], [1.0090, -1.2779, 0.0980], [1.5318, -2.4563, -1.3426], [-0.6300, -0.6438, 3.2922], [-1.0083, 1.6017, -1.0478], [-0.2195, -0.1483, 0.0780], [-0.4843, 1.3384, -0.0560], [0.2489, -1.2307, -0.1771], [1.1722, -0.0848, -0.9492], [-0.9809, -1.0690, 0.3108], [1.1407, 0.9307, -0.1012], [-0.7666, 1.0502, 0.5079]], "lowdin_charge": [-0.23, -0.11, -0.78, 0.02, -0.07, -0.16, 0.05, 0.07, -0.11, 0.01, 0.00, 0.02, 0.01, 0.11, 0.00, 0.10, 0.12, 0.10, -0.14]}

***

4.
{"formula": "C6H6CuLiO2", "method": "ωB97M-V with the def2-TZVPD basis set", "largest_force_ev_per_a": 5.3, "spin_multiplicity": 3, "charge": 2, "homo_ev": [-15.689, -17.443], "e_tot_ev": -55235.252, "e_above_lowest_kcal_mol": 6.4, "gap_ev": [7.109, 6.176], "symbols": ["C", "C", "C", "H", "H", "H", "H", "C", "O", "O", "C", "C", "Li", "Cu", "H", "H"], "coordinates": [[-0.4240, -2.0246, 1.2141], [0.1961, -1.3769, 0.2231], [1.0446, -0.1336, 0.3189], [-0.9556, -2.9533, 1.0019], [-0.4073, -1.6898, 2.2547], [0.1716, -1.7680, -0.7978], [2.1059, -0.4406, 0.2685], [0.9423, 0.6079, 1.5371], [0.9317, 1.1865, 2.5016], [-1.4574, 1.2141, -0.9982], [-0.2380, 1.5334, -1.2801], [0.9477, 1.0149, -0.9190], [-2.1195, 0.3419, 0.5499], [-2.7819, 1.3366, -2.3692], [0.1876, 1.5704, -2.3956], [1.8563, 1.5812, -1.1098]], "atomic_forces_ev_per_a": [[-0.0254, 0.3775, -0.1389], [-0.8208, -0.0978, -0.3364], [0.8050, 1.4750, -0.7711], [0.1602, 0.2430, 0.1016], [0.0758, -0.1328, -0.1665], [0.0627, 0.0648, 0.2762], [-0.0623, 0.1330, 0.1699], [0.7593, -0.0872, 0.6909], [-0.2674, -0.2408, -0.8645], [-1.2189, -0.4620, 1.0802], [2.9887, -1.4830, -4.1410], [-0.3115, -0.9876, 3.8938], [-0.1408, -0.2161, -0.0603], [-0.1248, 0.2634, -0.3995], [-1.9254, 1.7785, 1.0316], [0.0456, -0.6279, -0.3661]], "mulliken_spin": [0.00, 0.00, 0.01, 0.00, 0.00, 0.00, 0.00, 0.01, 0.00, -0.06, 0.05, -0.02, 0.05, 1.93, 0.05, 0.00]}

***

5.
{"formula": "C6H6F3IN2", "method": "ωB97M-V with the def2-TZVPD basis set", "largest_force_ev_per_a": 3.5, "homo_ev": -8.249, "e_tot_ev": -25547.143, "e_above_lowest_kcal_mol": 61.6, "gap_ev": 7.914, "symbols": ["C", "C", "C", "C", "C", "C", "N", "N", "F", "F", "F", "I", "H", "H", "H", "H", "H", "H"], "coordinates": [[-0.0756, 1.1001, 0.5329], [-0.8716, -1.8444, 0.4829], [1.0666, 0.7116, -0.3613], [-1.6881, -0.6939, 0.1104], [2.3578, 0.4923, 0.4601], [3.2758, 1.6950, 0.2297], [-1.1835, 0.5368, 0.5982], [-0.1499, -2.7067, 0.7224], [4.4781, 1.6146, 0.7760], [3.5037, 1.8796, -1.1517], [2.7019, 2.7809, 0.6079], [3.3706, -1.2771, -0.0822], [0.0087, 1.9421, 1.1769], [0.7002, -0.0290, -1.1122], [1.2318, 1.5880, -1.2031], [-1.6473, -0.5341, -0.9409], [-2.5815, -0.9240, 0.6010], [3.1319, -2.2172, 1.3027]], "atomic_forces_ev_per_a": [[0.4749, -0.8988, -1.2718], [1.3547, -0.4539, -0.4847], [0.4217, 1.6476, -2.4702], [2.3159, 0.2183, -0.2102], [-0.0242, 0.5132, -0.3992], [-0.2051, -2.9757, -1.8579], [-1.5225, 0.8357, 2.6647], [-0.2298, 0.0840, 0.1269], [0.6023, -0.1386, 0.3701], [0.4480, 0.1335, 0.3476], [-1.0481, 1.9638, 0.9504], [-0.2471, -0.1658, 0.6932], [0.4621, 1.0140, 0.2236], [0.6117, -0.3069, 1.0725], [-0.3792, -1.5216, 2.2955], [-1.0087, -0.8832, -1.2366], [-2.0689, 0.2094, -0.0705], [0.0422, 0.7249, -0.7435]], "lowdin_charge": [-0.18, -0.20, -0.29, -0.21, -0.54, -0.80, 0.02, 0.15, 0.11, 0.01, 0.18, 1.29, 0.11, 0.10, 0.16, 0.12, 0.10, -0.12]}

***

6.
{"formula": "C6H6FNO", "method": "ωB97M-V with the def2-TZVPD basis set", "largest_force_ev_per_a": 4.3, "homo_ev": -8.772, "smiles": "O[C@@H]1N=CC=C/C1=C\\F", "e_tot_ev": -12571.080, "e_above_lowest_kcal_mol": 48.7, "gap_ev": 8.670, "symbols": ["O", "C", "N", "C", "C", "C", "C", "C", "F", "H", "H", "H", "H", "H", "H"], "coordinates": [[-1.7420, 0.0339, 1.5805], [-0.2656, 0.0784, 1.3582], [-0.0555, 1.4232, 0.6534], [0.0174, 1.5414, -0.6024], [-0.2539, 0.4739, -1.5410], [0.0632, -0.7626, -0.9921], [0.4552, -0.9451, 0.3768], [1.5674, -1.6811, 0.7753], [2.3636, -2.3026, -0.0687], [-1.9679, 0.2267, 2.4554], [0.2948, 0.2724, 2.2271], [0.2489, 2.4589, -0.9793], [-0.5046, 0.6910, -2.5688], [-0.0148, -1.5360, -1.6462], [1.8738, -1.9353, 1.8058]], "atomic_forces_ev_per_a": [[2.7646, -1.4538, -2.9053], [-1.1652, 1.5881, -3.1870], [0.4683, -0.2791, 1.6020], [-1.3622, -2.1062, 0.6929], [1.4818, -2.3488, 2.1122], [-0.9057, 3.6213, -1.4705], [1.0394, -0.4688, 2.6679], [-2.8463, 1.2871, 0.6866], [0.2173, -0.2605, -0.9334], [-0.0394, 0.4730, 2.1874], [0.3356, -0.5602, 1.4256], [0.4782, 2.7988, -0.9088], [-0.0846, -0.3743, 0.0025], [0.0335, -2.6029, -1.4905], [-0.4151, 0.6862, -0.4817]], "lowdin_charge": [-0.01, -0.23, 0.09, -0.19, -0.01, -0.04, -0.13, -0.08, 0.05, 0.04, 0.11, 0.08, 0.10, 0.08, 0.13]}

***

7.
{"formula": "C6H6IP", "method": "ωB97M-V with the def2-TZVPD basis set", "largest_force_ev_per_a": 4.2, "homo_ev": -9.047, "smiles": "c1cccpc#1.CI", "e_tot_ev": -23704.448, "e_above_lowest_kcal_mol": 0.0, "gap_ev": 8.940, "symbols": ["C", "C", "C", "C", "P", "C", "H", "H", "H", "C", "I", "H", "H", "H"], "coordinates": [[-1.6883, 0.5815, 0.4862], [-2.3240, 0.8785, -0.6329], [-1.9425, -0.1140, -1.6317], [-1.1152, -1.1790, -1.3380], [-0.3775, -1.5610, 0.2052], [-0.8750, -0.1633, 1.1560], [-2.9668, 1.7969, -0.8342], [-2.3506, -0.0025, -2.6211], [-0.6424, -1.8897, -2.0396], [2.9122, 0.1645, 1.6152], [2.5386, 1.5222, -0.0326], [1.9706, 0.0534, 2.1772], [3.5158, 0.6774, 2.4193], [3.3451, -0.7649, 1.0709]], "atomic_forces_ev_per_a": [[2.4287, -1.8917, 2.7921], [-0.8131, 0.6953, -2.3641], [-0.4336, 0.6855, 0.6015], [1.0376, -0.4308, 0.6974], [-0.1772, 1.0317, 0.3685], [-1.8090, 0.8891, -1.6451], [0.9342, -1.6282, 0.1928], [-0.0630, 0.1181, -0.2725], [-1.0585, 0.5301, -0.3370], [0.4014, -0.1727, 0.2134], [0.0800, -0.1701, 0.5123], [0.0696, -0.5981, -0.9409], [0.1863, -0.6842, -1.4859], [-0.7834, 1.6259, 1.6676]], "lowdin_charge": [-0.18, -0.09, -0.16, -0.40, 0.90, -0.32, 0.13, 0.09, 0.04, -0.59, 0.57, -0.03, 0.01, 0.02]}

***

8.
{"formula": "C6H6InLiO2", "method": "ωB97M-V with the def2-TZVPD basis set", "largest_force_ev_per_a": 5.0, "spin_multiplicity": 2, "charge": 3, "homo_ev": [-21.870, -21.981], "e_tot_ev": -15756.553, "e_above_lowest_kcal_mol": 0.0, "gap_ev": [6.694, 6.579], "symbols": ["C", "C", "C", "H", "H", "H", "H", "C", "O", "O", "C", "C", "In", "Li", "H", "H"], "coordinates": [[-0.7444, 1.7729, 0.8750], [-0.7414, 1.2340, -0.3788], [-1.2281, -0.0620, -0.7962], [-0.3881, 2.7960, 1.0101], [-1.3190, 1.3167, 1.6899], [-0.2473, 1.7950, -1.1768], [-0.7751, -0.5605, -1.6560], [-2.4485, -0.5290, -0.4452], [-3.4375, -0.8397, 0.0521], [2.1504, -0.2385, -0.2996], [1.7320, -1.4244, -0.0153], [0.7520, -1.5018, 0.9910], [1.1250, 0.5947, 1.3177], [3.1131, 0.3980, -1.7715], [0.4006, -2.4993, 1.2666], [2.0562, -2.2522, -0.6630]], "atomic_forces_ev_per_a": [[0.3041, 1.0941, 2.0727], [-0.5774, -1.7512, -2.5242], [1.4614, 1.2269, -0.7091], [-0.6047, 0.0999, -0.0477], [-0.1908, 0.2836, -0.1410], [0.2066, -0.1521, 0.1714], [-0.4374, 0.4374, -0.1863], [-3.4739, -1.0673, 3.3631], [2.5900, 0.7337, -2.0196], [1.1993, -0.1107, -0.7806], [-0.3962, -1.1680, -1.0937], [1.0412, -1.0448, 0.1465], [-1.6082, 0.8472, 1.8678], [0.7895, 0.1080, -0.7016], [-0.3055, 0.3897, 0.3271], [0.0019, 0.0736, 0.2554]], "mulliken_spin": [0.00, -0.01, 0.03, 0.00, 0.00, 0.00, 0.00, 0.00, 0.01, 0.20, 0.24, 0.52, -0.01, 0.00, 0.01, 0.01]}